{
  "formula": "C33H36N5O4Si2Ti",
  "method": "ωB97M-V/def2-TZVPD",
  "elements": ["Ti", "C", "Si", "C", "C", "C", "C", "C", "C", "C", "Si", "C", "C", "H", "H", "H", "H", "H", "H", "H", "H", "H", "H", "H", "H", "H", "H", "H", "H", "C", "C", "C", "C", "N", "C", "C", "C", "C", "C", "C", "N", "H", "H", "H", "H", "H", "H", "H", "H", "O", "C", "O", "C", "C", "C", "C", "C", "N", "H", "H", "H", "H", "O", "C", "N", "C", "O", "C", "C", "C", "C", "N", "C", "H", "H", "H", "H", "H", "H", "H", "H"],
  "coordinates": [[-0.75720, -0.59146, 0.21279], [1.78802, -2.47982, 2.10125], [1.37072, -0.64066, 1.69357], [3.15717, 0.10827, 1.53428], [0.90441, 0.16810, 3.38635], [1.67381, -0.03706, 4.53491], [1.38858, 0.60464, 5.73123], [0.32349, 1.49477, 5.79117], [-0.44955, 1.70861, 4.65972], [-0.19086, 1.04695, 3.45554], [-1.36021, 1.25402, 1.93452], [-3.09447, 0.99938, 2.75057], [-1.35220, 3.17017, 1.63469], [2.51571, -2.58767, 2.91294], [2.19835, -2.98550, 1.21970], [0.87354, -3.00090, 2.39098], [3.76617, -0.20098, 2.38764], [3.11970, 1.20467, 1.55077], [3.68000, -0.21733, 0.62807], [2.52225, -0.71629, 4.50010], [1.99080, 0.41620, 6.61381], [0.09603, 2.01225, 6.71738], [-1.27803, 2.41049, 4.71834], [-3.23040, 1.60030, 3.65408], [-3.20555, -0.05228, 3.03366], [-3.91061, 1.24401, 2.06293], [-1.72866, 3.70222, 2.51404], [-1.98035, 3.45230, 0.78314], [-0.33805, 3.53119, 1.43917], [-0.97568, 2.72999, -2.57222], [-1.65938, 2.13589, -3.66028], [-1.87839, 0.78796, -3.64625], [-1.44582, 0.00553, -2.54812], [-0.84320, 0.60936, -1.45323], [-0.60843, 1.92948, -1.51929], [-1.59222, -1.40671, -2.47407], [-2.17534, -2.22229, -3.47402], [-2.22761, -3.57936, -3.30577], [-1.69111, -4.15368, -2.13712], [-1.16596, -3.30907, -1.18305], [-1.11828, -1.98018, -1.31700], [-0.76135, 3.78908, -2.56021], [-2.00111, 2.74389, -4.48834], [-2.38643, 0.31147, -4.47366], [-0.10873, 2.35559, -0.65709], [-2.59065, -1.77077, -4.36458], [-2.67837, -4.20770, -4.06388], [-1.71915, -5.22126, -1.97387], [-0.76021, -3.71161, -0.26151], [-2.74788, -3.50900, 1.87175], [-2.46219, -2.44046, 1.36523], [-1.29782, -1.86930, 1.41659], [-3.46992, -1.63595, 0.60736], [-4.81272, -1.97957, 0.56437], [-5.69980, -1.14647, -0.08502], [-5.20085, 0.01817, -0.66561], [-3.84807, 0.27600, -0.59025], [-2.98008, -0.52775, 0.02387], [-5.11669, -2.89267, 1.05768], [-6.75375, -1.38450, -0.13919], [-5.85707, 0.72251, -1.15802], [-3.43248, 1.17507, -1.03317], [6.78656, 2.56040, -0.75990], [5.51864, 3.15218, -0.91317], [4.44097, 2.20829, -1.15461], [4.56123, 1.36960, -2.23356], [5.46677, 1.52344, -3.04605], [3.55772, 0.29806, -2.36374], [3.79311, -0.73840, -3.27059], [2.91423, -1.79855, -3.31201], [1.81992, -1.79893, -2.45460], [1.55269, -0.79518, -1.62372], [2.39890, 0.22162, -1.59183], [6.94635, 2.09425, -1.59131], [5.52883, 3.86403, -1.74326], [5.30338, 3.68260, 0.01100], [4.00654, 1.81109, -0.33133], [4.66460, -0.68539, -3.90928], [3.06974, -2.63114, -3.98518], [1.12318, -2.62933, -2.45182], [2.12077, 1.03111, -0.92440]],
  "charge": -1,
  "spin_multiplicity": 3,
  "orbital_gap_ev": [5.28, 5.90],
  "e_above_lowest_kj_mol": 0.0
}



{
  "formula": "C33H36N8O5",
  "method": "ωB97M-V/def2-TZVPD",
  "elements": ["C", "C", "C", "C", "O", "C", "C", "C", "C", "O", "C", "C", "C", "O", "C", "C", "C", "C", "C", "N", "C", "O", "C", "C", "O", "H", "H", "H", "H", "H", "H", "H", "H", "H", "H", "H", "H", "H", "H", "H", "C", "C", "N", "H", "H", "H", "C", "C", "N", "H", "H", "H", "C", "C", "N", "H", "H", "H", "C", "C", "N", "H", "H", "H", "C", "C", "N", "H", "H", "H", "C", "C", "N", "H", "H", "H", "C", "C", "N", "H", "H", "H"],
  "coordinates": [[4.85161, -3.12355, -1.21399], [3.80180, -2.69375, -0.11561], [3.31103, -1.18832, -0.29310], [2.28201, -1.18705, -1.47108], [1.25105, -0.18630, -1.39496], [0.43360, -0.32296, -0.29387], [0.67447, 0.58654, 0.79708], [-0.08077, 0.54388, 1.99758], [-1.10738, -0.46768, 2.10777], [-1.80044, -0.48101, 3.30847], [-1.36833, -1.35826, 1.01892], [-0.61133, -1.31103, -0.23146], [-0.92542, -2.24912, -1.37723], [-0.25773, -2.35507, -2.38306], [-2.21082, -3.11352, -1.31655], [-2.63149, -3.78608, -2.50673], [-3.81376, -4.60012, -2.50334], [-4.55790, -4.70456, -1.28392], [-4.17634, -4.00933, -0.09301], [-5.00150, -4.13152, 1.10312], [-5.61753, -3.07383, 1.29724], [-5.91724, -2.02558, 1.71419], [-2.98252, -3.20808, -0.10154], [-2.45864, -2.44420, 1.11823], [-2.89479, -2.73481, 2.21027], [4.90919, -4.23261, -1.18898], [4.48038, -2.73374, -2.18739], [5.83023, -2.64899, -0.93066], [2.90480, -3.36358, -0.10706], [4.21286, -2.74327, 0.92016], [2.89518, -0.90210, 0.69551], [4.19557, -0.51489, -0.47250], [1.91235, -2.22431, -1.60164], [2.86188, -0.95286, -2.39761], [1.47433, 1.34268, 0.67628], [0.16341, 1.25140, 2.80256], [-2.67511, -0.08790, 3.19916], [-2.04772, -3.67688, -3.43278], [-4.15122, -5.12428, -3.41520], [-5.45570, -5.35051, -1.28750], [-2.08028, 2.90236, 6.43758], [-2.15348, 1.70817, 5.57505], [-2.20775, 0.77178, 4.90137], [-3.05503, 3.09506, 6.88447], [-1.35094, 2.74049, 7.23140], [-1.78052, 3.77325, 5.84465], [0.68706, -0.04673, -4.61065], [2.01702, 0.33237, -5.12320], [3.05458, 0.62806, -5.52307], [-0.08938, 0.46121, -5.18215], [0.54859, -1.12316, -4.69955], [0.60174, 0.23558, -3.56179], [6.45147, 0.78450, -2.59739], [6.45276, 0.40433, -1.17305], [6.45045, 0.09969, -0.06379], [5.48251, 0.55560, -3.04103], [6.64507, 1.85170, -2.69551], [7.22514, 0.23065, -3.12738], [9.58190, -2.00973, 0.32825], [8.56726, -2.50915, -0.61620], [7.77156, -2.89488, -1.35291], [10.57782, -2.27386, -0.02493], [9.50698, -0.92617, 0.41015], [9.42256, -2.45271, 1.31019], [-5.10527, -0.94893, -4.60565], [-4.69040, -2.27882, -5.08707], [-4.36688, -3.31743, -5.45853], [-4.47107, -0.64319, -3.77415], [-5.01557, -0.22002, -5.40982], [-6.14066, -0.98377, -4.27002], [-4.75809, 6.24926, 5.19112], [-3.39752, 5.73353, 4.95866], [-2.33430, 5.33350, 4.77456], [-4.93849, 6.35139, 6.26096], [-4.86938, 7.22226, 4.71569], [-5.49165, 5.56294, 4.77076], [-3.32496, 8.58691, 1.57148], [-4.55725, 8.42339, 2.36431], [-5.51895, 8.29457, 2.98239], [-3.51685, 8.32423, 0.53228], [-2.98812, 9.62124, 1.62161], [-2.54372, 7.93767, 1.96513]],
  "charge": 0,
  "smiles": "CCCCOc1ccc(O)c2c1C(=O)c1cccc(N=C=O)c1C2=O.CC#N.CC#N.CC#N.CC#N.CC#N.CC#N.CC#N",
  "orbital_gap_ev": 7.95
}



{
  "formula": "C33H37Cl21F32O4",
  "method": "ωB97M-V/def2-TZVPD",
  "elements": ["C", "C", "C", "F", "F", "F", "F", "O", "C", "C", "F", "F", "F", "F", "H", "H", "H", "H", "C", "C", "C", "F", "F", "F", "F", "O", "C", "C", "F", "F", "F", "F", "H", "H", "H", "H", "C", "C", "C", "F", "F", "F", "F", "O", "C", "C", "F", "F", "F", "F", "H", "H", "H", "H", "C", "C", "C", "F", "F", "F", "F", "O", "C", "C", "F", "F", "F", "F", "H", "H", "H", "H", "C", "C", "C", "C", "C", "C", "H", "H", "H", "H", "H", "H", "H", "H", "H", "H", "H", "H", "H", "H", "C", "Cl", "Cl", "Cl", "H", "C", "Cl", "Cl", "Cl", "H", "C", "Cl", "Cl", "Cl", "H", "C", "Cl", "Cl", "Cl", "H", "C", "Cl", "Cl", "Cl", "H", "C", "Cl", "Cl", "Cl", "H", "C", "Cl", "Cl", "Cl", "H"],
  "coordinates": [[-6.76445, 1.18303, 1.19248], [-7.18465, 0.85149, 2.67774], [-7.35708, 2.06327, 3.64681], [-6.21352, 2.68003, 3.80627], [-8.26956, 2.95008, 3.14159], [-8.32238, 0.15024, 2.60798], [-6.26440, 0.03724, 3.18974], [-6.55831, -0.01059, 0.45268], [-6.49774, 0.00475, -0.97168], [-5.80381, -1.24702, -1.51435], [-6.39184, -2.38442, -1.22701], [-5.45869, -1.26768, -2.80448], [-7.73506, 0.11770, -1.48850], [-5.79086, 1.06248, -1.30637], [-5.80152, 1.66630, 1.35776], [-7.44731, 1.90352, 0.74226], [-7.69593, 1.70538, 4.61903], [-4.87045, -1.27581, -0.95210], [-2.43802, -0.01063, 7.35136], [-3.21976, -0.29808, 6.02374], [-2.26326, -0.56659, 4.80026], [-2.84996, -1.30379, 3.83754], [-1.66525, 0.55223, 4.36344], [-3.94343, -1.39720, 6.28886], [-4.10213, 0.61050, 5.68346], [-1.46353, -1.00459, 7.73846], [-0.72567, -0.74093, 8.96507], [0.32781, -1.83871, 9.01690], [0.93233, -2.08189, 7.84094], [1.30439, -1.59828, 9.98366], [-0.17092, 0.48406, 8.95539], [-1.61583, -0.85872, 9.99053], [-3.04916, 0.25701, 8.21332], [-2.00746, 0.97775, 7.19067], [-1.47564, -1.27437, 5.05874], [-0.18308, -2.77424, 9.24468], [-1.13840, -4.12763, 2.03402], [-0.52932, -3.09744, 1.09528], [0.58465, -3.59631, 0.15779], [0.29539, -4.64130, -0.59522], [1.07401, -2.63504, -0.66022], [-1.53727, -2.65694, 0.30268], [0.00646, -2.07121, 1.72215], [-0.08082, -4.83286, 2.68987], [-0.16198, -5.01972, 4.09401], [1.14168, -5.74320, 4.61236], [2.25451, -5.11914, 4.32756], [1.09517, -6.02061, 5.95761], [-0.28317, -3.78488, 4.64147], [-1.26202, -5.76554, 4.30501], [-1.81081, -4.85900, 1.58562], [-1.79422, -3.66950, 2.77437], [1.44922, -4.01507, 0.67284], [1.20349, -6.72608, 4.14524], [0.40081, 0.90371, -1.85443], [1.85768, 1.35937, -2.05014], [2.68608, 0.56261, -3.06664], [2.83092, -0.68737, -2.70500], [2.25586, 0.45432, -4.32901], [1.77021, 2.54624, -2.64141], [2.53110, 1.46626, -0.93249], [-0.29739, 1.59231, -0.82053], [-1.68519, 1.12402, -0.53789], [-2.09154, 1.55897, 0.90805], [-1.96392, 2.87337, 1.10146], [-3.34288, 1.12568, 1.20553], [-2.49050, 1.80345, -1.39526], [-1.80619, -0.14316, -0.81287], [0.40148, -0.18249, -1.76346], [-0.11728, 0.93457, -2.81293], [3.69507, 0.97287, -3.10816], [-1.40749, 1.07306, 1.60380], [3.88412, -1.65151, -8.41739], [5.02915, -1.09996, -7.59165], [4.67224, -0.58009, -6.25242], [5.85306, 0.01163, -5.45193], [6.44058, 1.26643, -6.18176], [7.58347, 1.87362, -5.38930], [4.17432, -1.89534, -9.43936], [3.14214, -0.86290, -8.54251], [3.39731, -2.50389, -7.94352], [5.82429, -1.83314, -7.45635], [5.58629, -0.31536, -8.10362], [4.26273, -1.42062, -5.69214], [3.80692, 0.08088, -6.30177], [5.45833, 0.24338, -4.46270], [6.58881, -0.76247, -5.23390], [6.87035, 0.97053, -7.13875], [5.64943, 2.01247, -6.25661], [7.87488, 2.75584, -5.95928], [7.25900, 2.16878, -4.39145], [8.43280, 1.19468, -5.31331], [2.03677, 4.85519, 0.03984], [2.29686, 3.60026, 1.33593], [2.22607, 6.55455, 0.64327], [0.40661, 4.69483, -0.60233], [2.72842, 4.66297, -0.78038], [-1.44239, 5.21935, 4.51416], [-0.56835, 4.55868, 3.14924], [-0.36739, 5.89475, 5.77364], [-2.45662, 3.93086, 5.21675], [-2.08709, 5.99514, 4.10110], [0.45035, -2.80489, -5.03139], [-0.55684, -2.28352, -3.63875], [0.91477, -1.52983, -6.18449], [-0.36275, -4.08677, -5.91195], [1.34650, -3.27581, -4.62735], [2.82761, -0.45934, 2.25732], [1.33341, 0.46999, 1.99243], [2.87611, -1.04288, 3.93351], [4.27217, 0.53397, 2.01772], [2.81569, -1.24215, 1.49893], [-3.62358, 4.84953, -0.55692], [-4.97671, 3.92354, 0.15765], [-2.97636, 5.93608, 0.66233], [-4.30273, 5.61555, -2.04096], [-2.86769, 4.10984, -0.82071], [1.11038, 2.68162, -6.71832], [2.87067, 2.74371, -6.45336], [0.82253, 2.21379, -8.38813], [0.33416, 4.23533, -6.33059], [0.72894, 1.90224, -6.05864], [5.52864, -2.07737, -1.96007], [5.67027, -0.38402, -1.23360], [4.21052, -3.04215, -1.24425], [7.05930, -2.93142, -1.75690], [5.23440, -1.95423, -3.00236]],
  "charge": 0,
  "smiles": "FC(F)C(F)(F)COC(F)(F)C(F)F.FC(F)C(F)(F)COC(F)(F)C(F)F.FC(F)C(F)(F)COC(F)(F)C(F)F.FC(F)C(F)(F)COC(F)(F)C(F)F.ClC(Cl)Cl.ClC(Cl)Cl.ClC(Cl)Cl.ClC(Cl)Cl.ClC(Cl)Cl.ClC(Cl)Cl.ClC(Cl)Cl.CCCCCC",
  "orbital_gap_ev": 11.01
}



{
  "formula": "C33H37N2O4P",
  "method": "ωB97M-V/def2-TZVPD",
  "elements": ["C", "C", "C", "C", "C", "C", "N", "P", "H", "N", "C", "C", "C", "C", "C", "C", "C", "C", "C", "C", "C", "C", "C", "C", "H", "H", "H", "H", "H", "H", "H", "H", "H", "H", "H", "H", "H", "H", "H", "H", "H", "H", "H", "H", "H", "H", "H", "H", "C", "C", "C", "O", "C", "O", "C", "C", "C", "C", "C", "C", "C", "C", "C", "O", "O", "H", "H", "H", "H", "H", "H", "H", "H", "H", "H", "H", "H"],
  "coordinates": [[1.73441, 6.36744, -4.22377], [1.43185, 5.26698, -3.25003], [1.09437, 5.56276, -1.92737], [0.87628, 4.56401, -0.97541], [0.53273, 4.98261, 0.41701], [0.96971, 3.21065, -1.36130], [0.89561, 2.14823, -0.37886], [-0.55373, 1.27917, 0.07935], [-0.20542, -0.03655, -0.50501], [0.14585, 0.93105, 1.63733], [-0.60546, 0.66899, 2.84497], [-0.87263, -0.65445, 3.22899], [-0.47691, -1.75982, 2.31234], [-1.48910, -0.91904, 4.45496], [-1.80337, 0.11430, 5.33790], [-2.38943, -0.19414, 6.68382], [-1.53957, 1.42968, 4.93923], [-0.94415, 1.72192, 3.71068], [-0.66705, 3.14381, 3.34090], [1.46500, 1.35275, 1.69985], [1.87532, 2.02390, 0.59676], [1.29634, 2.90676, -2.69332], [1.47191, 1.48244, -3.08461], [1.50046, 3.92290, -3.62587], [2.03245, 5.95882, -5.19306], [0.86793, 7.02145, -4.38196], [2.55261, 6.99685, -3.85271], [1.02635, 6.61346, -1.62982], [0.71236, 4.20495, 1.15892], [1.13677, 5.85496, 0.69792], [-0.52280, 5.28412, 0.48504], [-0.65006, -2.71193, 2.82115], [-1.07580, -1.72435, 1.39122], [0.58439, -1.69877, 2.03434], [-1.70164, -1.95257, 4.74264], [-2.55950, 0.72922, 7.24248], [-3.34403, -0.73042, 6.60773], [-1.71673, -0.83229, 7.27107], [-1.79240, 2.24716, 5.61670], [-1.06816, 3.79476, 4.12572], [0.40652, 3.36144, 3.26842], [-1.15037, 3.42788, 2.39662], [2.04177, 1.17477, 2.59735], [2.84045, 2.49108, 0.45179], [1.75255, 1.41852, -4.14120], [2.25758, 0.99327, -2.49622], [0.54744, 0.91279, -2.94149], [1.75773, 3.66254, -4.65577], [-0.89247, -4.89716, 1.38594], [-1.30384, -5.70302, 0.17312], [-1.54303, -7.16259, 0.57568], [-2.53330, -5.21843, -0.40583], [-2.45366, -3.95734, -0.95103], [-3.45979, -3.33958, -1.22788], [-1.06605, -3.46871, -1.22615], [-0.86281, -2.15303, -1.54522], [0.16862, -1.76702, -2.51160], [1.54562, -1.87978, -2.22479], [2.48574, -1.70362, -3.23667], [2.07030, -1.43073, -4.54094], [0.71208, -1.24512, -4.82211], [-0.23057, -1.37394, -3.80822], [-0.13800, -4.59406, -1.59091], [0.67015, -4.57607, -2.49055], [-0.26956, -5.72300, -0.83167], [-0.65884, -3.86164, 1.12116], [-1.71692, -4.91405, 2.11210], [0.00099, -5.34992, 1.83708], [-1.80446, -7.75075, -0.30979], [-0.63709, -7.57640, 1.03152], [-2.36868, -7.21653, 1.29322], [-1.66914, -1.47793, -1.27684], [1.84705, -2.15966, -1.21018], [3.54877, -1.84248, -3.01059], [2.80277, -1.37624, -5.34125], [0.37801, -1.04580, -5.83717], [-1.30035, -1.24947, -4.00584]],
  "charge": 0,
  "smiles": "Cc1cc(C)c(N2C=CN(c3c(C)cc(C)cc3C)P2)c(C)c1.CC1(C)OC(=O)C(=Cc2ccccc2)C(=O)O1",
  "orbital_gap_ev": 6.42,
  "e_above_lowest_kj_mol": 54.1
}



> Among the records above, which one has the lowest charge?

C33H36N5O4Si2Ti



> The lowest charge belongs to which entry?

C33H36N5O4Si2Ti



> Number 3 is which compound?

C33H37Cl21F32O4